# 1
Here is a molecular structure, C40H54AuFN4O3P2 from OMol25. Energies are from ωB97M-V/def2-TZVPD.

Structure (XYZ):
```
105
Properties=species:S:1:pos:R:3:forces:R:3:lowdin_charge:R:1
Au 0.133 0.037 0.183 0.585 -0.189 -0.275 0.86
P 0.207 -0.418 -2.254 -0.887 0.313 0.184 1.06
P -0.297 -0.304 2.516 -0.102 -0.175 -0.249 1.01
F 4.441 5.369 -0.979 -0.012 0.011 0.011 0.07
O 1.704 -1.848 -0.384 0.155 0.126 0.373 -0.16
O 2.040 1.230 -0.022 0.191 -0.103 0.026 -0.14
O 3.449 -2.803 0.644 -0.017 0.091 -0.062 0.02
N 9.096 6.859 -1.364 -0.034 -0.103 -0.037 0.07
N 5.996 0.179 -0.068 0.060 -0.043 0.029 -0.02
N 7.211 4.758 -1.087 0.077 0.011 0.020 -0.09
N -1.657 -1.167 0.037 -0.187 -0.289 0.056 0.01
C 2.099 -1.409 3.263 -0.026 0.002 0.073 -0.10
C -2.702 -4.034 -2.017 0.061 -0.016 -0.122 -0.04
C -2.551 -3.213 -0.926 0.052 0.102 0.075 0.00
C 6.892 5.920 -1.902 0.062 -0.063 0.086 -0.15
C 0.183 2.181 -3.176 -0.001 -0.001 0.006 -0.12
C -2.938 -0.789 3.458 0.012 -0.016 0.057 -0.07
C -3.921 -1.349 0.925 0.076 -0.004 -0.046 -0.01
C 7.966 -0.677 -1.324 -0.025 0.034 0.016 -0.06
C -0.096 0.555 5.268 -0.029 0.016 -0.002 -0.09
C -4.289 -1.057 3.278 -0.016 -0.025 -0.063 -0.04
C -0.094 0.992 3.802 -0.141 0.118 -0.128 -0.52
C 0.042 -2.705 4.014 0.004 0.003 -0.039 -0.08
C 6.202 3.791 -0.821 0.038 0.029 -0.032 -0.15
C 9.390 5.665 -0.492 -0.030 -0.043 0.015 -0.08
C 1.398 -0.630 -4.837 0.020 -0.056 0.030 -0.10
C -1.224 -2.612 -3.287 -0.027 0.003 -0.008 -0.07
C 3.889 3.133 -0.574 -0.112 0.013 -0.002 0.09
C 8.172 6.480 -2.494 -0.055 -0.046 -0.013 -0.08
C 7.405 -0.246 0.022 -0.081 0.001 -0.154 -0.18
C -2.054 -0.784 2.388 0.022 0.050 -0.110 -0.27
C 3.684 -0.552 -0.002 0.045 0.102 -0.015 -0.03
C -2.034 1.219 -2.503 -0.013 -0.040 0.001 -0.12
C 6.578 2.484 -0.583 0.149 0.000 -0.032 0.07
C -0.690 0.923 -3.167 0.056 -0.091 0.124 -0.55
C -2.074 -3.714 -3.220 -0.020 0.012 0.059 -0.02
C -2.547 -1.130 1.107 0.031 0.017 -0.068 -0.27
C 2.086 -2.391 -3.146 0.076 -0.045 -0.051 -0.09
C 1.621 -0.937 -3.349 0.035 -0.014 0.169 -0.48
C 0.659 -1.817 2.935 -0.021 0.041 0.134 -0.52
C 8.078 5.112 0.028 -0.136 0.076 -0.061 -0.13
C -1.091 2.126 3.532 0.046 -0.028 0.024 -0.11
C -1.016 -1.782 -2.199 0.084 -0.111 -0.001 -0.26
C 5.038 -0.757 0.051 0.081 0.091 0.027 0.04
C 4.834 4.090 -0.795 -0.034 0.033 0.037 -0.19
C -4.782 -1.307 2.003 0.001 0.027 0.079 -0.04
C -1.756 -2.040 -1.004 -0.061 0.092 -0.012 -0.26
C 3.218 0.796 -0.113 0.047 -0.008 0.006 -0.29
C 2.870 -1.855 0.114 -0.316 -0.118 0.077 -0.67
C 4.266 1.808 -0.336 -0.008 -0.020 0.005 -0.05
C 5.629 1.487 -0.319 0.011 -0.069 -0.024 -0.12
H 7.917 0.134 -2.054 0.004 -0.024 0.007 0.08
H 2.318 -0.877 -5.370 -0.023 0.010 0.004 0.09
H -2.515 2.063 -3.002 0.024 -0.021 0.001 0.09
H 0.740 -0.099 5.504 -0.046 -0.004 0.007 0.06
H 7.405 -1.525 -1.717 0.016 0.021 -0.008 0.08
H 7.443 -1.066 0.735 -0.022 -0.038 0.027 0.13
H 7.630 2.241 -0.650 -0.048 0.012 -0.011 0.12
H -3.297 -4.934 -1.936 -0.011 0.030 -0.010 0.12
H 0.664 -2.366 1.988 0.069 -0.010 -0.047 0.10
H 2.491 -0.686 2.545 0.026 0.004 -0.029 0.06
H 2.164 -0.968 4.261 0.018 -0.039 -0.074 0.07
H -0.703 -2.414 -4.214 -0.011 -0.029 0.004 0.10
H 1.277 -3.069 -2.883 0.022 0.012 -0.010 0.07
H -1.899 1.489 -1.451 -0.004 0.009 -0.013 0.06
H -4.959 -1.053 4.128 0.017 0.028 -0.004 0.12
H 5.374 -1.773 0.224 -0.003 -0.001 0.021 0.15
H -0.251 2.935 -3.836 0.002 -0.003 0.029 0.09
H 7.984 7.365 -3.098 0.026 0.053 0.046 0.14
H -3.007 -3.478 0.018 0.007 0.002 -0.032 0.12
H -2.717 0.369 -2.553 0.026 0.011 -0.008 0.07
H 6.237 5.636 -2.722 -0.029 -0.015 -0.010 0.15
H 6.381 6.708 -1.329 -0.016 0.005 -0.032 0.13
H -0.839 2.988 4.151 0.001 -0.015 -0.012 0.09
H 2.421 -0.282 -2.991 0.070 0.061 -0.016 0.10
H 9.960 7.264 -1.723 0.042 -0.009 -0.029 0.19
H -2.220 -4.336 -4.093 0.035 0.006 0.032 0.12
H 8.291 4.237 0.637 -0.005 -0.039 -0.003 0.14
H 9.896 4.937 -1.122 0.037 0.009 -0.027 0.14
H 0.021 -2.215 4.987 -0.007 0.002 0.007 0.07
H 9.007 -0.981 -1.214 -0.024 0.008 -0.009 0.09
H -1.015 0.048 5.560 0.018 0.030 0.004 0.07
H -0.006 1.445 5.893 0.009 -0.008 0.012 0.09
H 7.601 5.859 0.685 0.009 -0.024 0.034 0.14
H 2.826 -2.475 -2.355 -0.071 0.002 -0.081 0.06
H 10.051 5.977 0.314 -0.003 0.078 0.002 0.14
H 8.690 5.731 -3.089 0.048 0.009 0.001 0.14
H 0.237 2.602 -2.167 0.007 -0.028 -0.030 0.07
H -2.575 -0.575 4.453 -0.031 0.007 -0.022 0.10
H -5.842 -1.462 1.849 0.020 -0.016 0.010 0.12
H 0.604 -1.235 -5.276 0.020 0.005 0.017 0.07
H 2.745 -2.284 3.227 0.005 -0.007 -0.023 0.09
H -0.974 -3.008 3.759 0.018 0.001 0.009 0.07
H -0.871 0.567 -4.183 0.024 0.047 -0.050 0.11
H 2.534 -2.749 -4.075 -0.018 0.022 -0.008 0.09
H -4.300 -1.518 -0.073 -0.015 0.009 0.022 0.12
H -2.112 1.829 3.775 0.006 -0.003 0.004 0.07
H -1.071 2.441 2.486 0.002 -0.003 0.004 0.07
H 1.206 1.994 -3.508 -0.017 -0.012 -0.017 0.06
H 7.983 0.568 0.452 -0.005 0.019 0.079 0.11
H 8.644 7.580 -0.797 0.012 0.058 0.020 0.18
H 2.838 3.394 -0.561 0.038 0.000 0.003 0.14
H 0.643 -3.611 4.113 -0.007 0.020 -0.004 0.09
H 0.904 1.372 3.565 0.071 0.006 0.010 0.11
H 1.175 0.414 -5.038 -0.017 0.051 0.008 0.06
```
Positions in Å, forces in eV/Å.

Output
- electronic energy (hartree) = -2919.155191
- 2S+1 = 3
- relative energy (zero: lowest compared OMol25 entry of this formula, charge and spin) (kcal/mol) = 2.5
- net charge = +2
- gap between HOMO and LUMO (spin up / spin down) (eV) = 6.658 / 5.953
- molar mass (g/mol) = 916.81

---

# 2
Here is 3 unconnected molecules or ions with the total composition C3H15N2O2 at a distorted geometry from OMol25. Energies are from ωB97M-V/def2-TZVPD.

Structure (XYZ):
```
22
Properties=species:S:1:pos:R:3:forces:R:3:lowdin_charge:R:1
O 0.764 5.906 -1.740 4.038 2.822 2.752 -0.09
O 0.046 0.418 -2.407 0.867 -0.434 1.827 -0.05
N 0.327 -1.387 -0.160 1.020 -2.208 -2.048 -0.08
N -2.015 -0.595 2.370 -1.064 -0.967 2.653 0.00
C -1.635 -1.417 1.334 -0.526 -0.728 -3.898 -0.31
C 1.783 -1.360 -0.163 2.750 -0.517 -5.685 -0.08
C -0.105 -1.773 1.134 -1.364 1.799 6.126 -0.21
H 0.595 1.111 -1.978 -0.729 -0.115 -1.354 0.08
H 2.310 -2.269 0.112 -0.809 -0.523 0.128 0.10
H 2.344 -0.607 0.362 -0.805 0.935 0.266 0.10
H -2.243 -2.364 1.280 0.530 0.919 0.384 0.13
H 0.444 -1.116 1.920 -0.847 -0.056 -1.588 0.15
H 1.978 -1.270 -1.405 0.195 0.096 3.513 0.17
H 1.150 6.882 -1.585 -1.419 -3.433 -0.597 0.13
H -1.974 -0.849 0.343 0.804 -1.168 1.565 0.15
H -2.124 -1.027 3.296 0.125 0.419 -0.772 0.11
H -1.695 0.333 2.423 0.485 0.976 -0.116 0.07
H 0.065 6.016 -2.308 -2.629 0.576 -2.156 -0.04
H -0.363 0.684 -3.224 0.021 0.716 -0.309 0.06
H 0.073 -2.257 -0.881 0.254 3.542 1.705 0.28
H 0.219 -2.686 1.746 -0.355 0.051 -2.544 0.17
H 0.056 -0.372 -0.469 -0.543 -2.703 0.150 0.18
```
Positions in Å, forces in eV/Å.

Output
- electronic energy (hartree) = -382.939800
- relative energy (zero: lowest compared OMol25 entry of this formula, charge and spin) (kcal/mol) = 85.4
- net charge = +1
- gap between HOMO and LUMO (eV) = 9.316
- molar mass (g/mol) = 111.16

---

# 3
Here is a molecular structure, F6Li2N3O12S6 at a distorted geometry from OMol25. Energies are from ωB97M-V/def2-TZVPD.

Structure (XYZ):
```
29
Properties=species:S:1:pos:R:3:forces:R:3:lowdin_charge:R:1
S -1.820 0.786 -2.521 -2.445 -8.151 -7.061 0.47
S 2.595 0.852 0.599 2.992 3.038 5.830 0.31
S -2.259 -1.318 1.929 -6.961 3.450 0.233 0.47
S -0.126 -2.122 2.368 4.229 -2.068 0.284 0.55
S 3.013 -0.590 -1.012 2.177 -1.831 2.104 0.46
S -1.562 2.141 -0.653 3.201 2.480 4.319 0.62
F 2.117 -0.937 -2.327 -0.904 -0.574 -1.486 -0.30
F -1.055 0.300 -3.873 0.639 0.460 -0.361 -0.24
F 1.353 1.664 1.237 -1.182 0.990 0.854 -0.26
F 1.112 -2.922 1.629 -1.938 0.263 0.371 -0.20
F -3.085 -0.857 0.615 -0.727 -0.455 0.531 -0.22
F -0.706 3.480 -0.212 -0.825 -1.569 -1.110 -0.19
O 3.349 2.006 0.179 0.655 0.551 -0.573 -0.34
O 2.977 0.156 1.808 0.278 -0.373 -0.443 -0.31
O -3.071 1.177 -3.176 1.542 0.124 2.435 -0.28
O -3.108 -2.284 2.635 1.477 1.280 -1.639 -0.30
O 3.303 -1.930 -0.477 -1.107 1.182 -0.977 -0.34
O -1.722 -0.549 -1.855 -0.691 3.415 0.145 -0.31
O -0.643 -3.009 3.395 0.532 0.592 -1.797 -0.28
O -1.133 1.164 0.329 -0.912 1.412 -1.801 -0.34
O -2.084 -0.024 2.576 0.131 -1.993 -0.104 -0.28
O 4.083 0.113 -1.678 0.097 0.330 -1.358 -0.35
O 0.546 -0.951 2.784 -0.151 0.497 0.136 -0.25
O -2.906 2.629 -0.656 0.862 -0.624 -0.803 -0.22
N -0.747 1.808 -2.172 -1.649 2.948 3.806 -0.33
N -1.105 -1.809 1.022 2.762 -2.277 2.740 -0.32
N 1.648 0.269 -0.422 -2.393 -2.867 -4.510 -0.49
Li -0.067 -0.502 -0.036 -0.404 0.133 0.014 0.59
Li 1.105 1.259 -2.036 0.715 -0.362 0.222 0.69
```
Positions in Å, forces in eV/Å.

Output
- electronic energy (hartree) = -4070.558980
- 2S+1 = 2
- relative energy (zero: lowest compared OMol25 entry of this formula, charge and spin) (kcal/mol) = 17.4
- net charge = -2
- gap between HOMO and LUMO (spin up / spin down) (eV) = 4.334 / 7.724
- molar mass (g/mol) = 554.28